(1)
This record from OMol25 describes a 7-piece molecular cluster, C13H44O7PSi overall in a non-equilibrium geometry. The level of theory is ωB97M-V/def2-TZVPD.

Geometry as XYZ:
```
66
C13H44O7PSi, DFT ωB97M-V/def2-TZVPD
C 4.73 -2.53 0.29
O 4.59 -1.13 0.73
C 4.29 -0.22 -0.40
C 3.46 1.06 0.19
C 1.83 0.92 0.15
P 1.16 -0.87 0.32
Si -1.03 -0.73 -0.08
C -2.05 -2.12 0.77
C -1.70 0.96 0.56
C -1.28 -0.93 -2.01
H 3.74 -2.82 -0.28
H 4.87 -3.17 1.28
H 5.66 -2.61 -0.42
H 5.34 0.20 -0.77
H 3.80 -0.76 -1.32
H 3.75 1.99 -0.50
H 3.85 1.29 1.27
H 1.40 1.54 1.06
H 1.43 1.45 -0.83
H 1.45 -1.46 1.60
H 1.76 -1.69 -0.70
H -3.18 -2.01 0.42
H -2.09 -2.04 1.95
H -1.70 -3.20 0.41
H -2.49 0.81 1.42
H -0.79 1.55 1.01
H -2.14 1.58 -0.34
H -1.32 0.09 -2.59
H -2.30 -1.52 -2.14
H -0.44 -1.62 -2.46
C -1.07 5.00 1.09
O -0.79 4.60 -0.24
H -1.26 6.08 1.10
H -1.95 4.47 1.46
H -0.21 4.79 1.72
H -0.62 3.64 -0.22
C 4.22 0.65 4.67
O 3.48 0.97 3.51
H 3.93 1.32 5.48
H 4.01 -0.39 4.96
H 5.29 0.77 4.47
H 3.77 0.36 2.81
C -0.24 0.16 -5.25
O -0.51 -1.18 -5.61
H 0.35 0.17 -4.33
H 0.32 0.65 -6.04
H -1.19 0.68 -5.07
H -1.03 -1.16 -6.43
C 0.92 -1.09 4.76
O 0.11 -0.65 3.69
H 0.50 -2.01 5.16
H 1.93 -1.28 4.40
H 0.94 -0.33 5.54
H 0.50 0.17 3.35
C -5.10 0.72 -0.13
O -4.91 1.45 1.07
H -4.28 0.94 -0.81
H -5.11 -0.35 0.10
H -6.05 1.01 -0.59
H -5.66 1.24 1.66
C -4.00 -2.11 -4.46
O -4.50 -2.01 -3.14
H -3.67 -1.12 -4.79
H -3.14 -2.79 -4.47
H -4.78 -2.48 -5.13
H -4.78 -2.90 -2.88
```

- Multiplicity: 1
- Total charge: +1
- Gap between HOMO and LUMO: 0.3566 Eh
- E_tot: -45681.655 eV



(2)
This record from OMol25 describes C35H48N5O12P3S3Y as an isolated structure in a non-equilibrium geometry. The level of theory is ωB97M-V/def2-TZVPD.

Geometry as XYZ:
```
107
C35H48N5O12P3S3Y, DFT ωB97M-V/def2-TZVPD
Y 0.21 -0.78 0.14
O 4.09 -2.23 -1.26
C 2.87 -2.11 -1.07
N 2.19 -0.95 -1.01
C 3.06 0.15 -1.31
C 2.34 1.43 -1.64
C 3.09 2.57 -1.92
C 2.46 3.73 -2.30
C 1.07 3.73 -2.41
C 0.41 2.56 -2.12
N 1.01 1.42 -1.73
C 2.02 -3.35 -1.12
C 2.63 -4.59 -1.19
C 1.84 -5.69 -1.48
C 0.49 -5.50 -1.71
C -0.03 -4.22 -1.60
N 0.71 -3.15 -1.29
H 3.69 -0.10 -2.18
H 3.78 0.33 -0.52
H 4.17 2.52 -1.83
H 3.03 4.63 -2.51
H 0.52 4.61 -2.71
H -0.67 2.52 -2.21
H 3.69 -4.64 -1.03
H 2.28 -6.68 -1.52
H -0.17 -6.32 -1.96
H -1.09 -4.05 -1.78
N -1.34 -0.66 2.52
C -2.08 -0.01 3.62
C -3.26 0.78 3.09
C -2.89 1.98 2.21
C -2.70 1.73 0.72
N -1.34 1.26 0.37
H -2.05 -1.14 1.98
H -0.76 -1.38 2.93
H -1.40 0.64 4.17
H -2.46 -0.76 4.32
H -3.83 1.13 3.96
H -3.92 0.10 2.54
H -1.97 2.44 2.61
H -3.68 2.73 2.31
H -2.90 2.66 0.20
H -3.43 1.00 0.36
H -0.65 1.62 1.03
H -1.09 1.65 -0.52
O -3.38 -2.67 1.55
P -2.29 -3.19 0.47
O -2.92 -4.24 -0.35
O -1.72 -1.93 -0.16
O -1.14 -3.79 1.42
P 0.39 -3.64 1.95
O 0.11 -3.53 3.54
O 1.14 -4.87 1.65
O 0.89 -2.25 1.56
H -4.06 -3.35 1.63
H 0.24 -4.40 3.93
C -3.86 1.55 -4.58
C -2.67 1.77 -3.67
O -1.73 0.70 -3.80
P -1.67 -0.43 -2.60
O -3.21 -0.88 -2.50
C -3.75 -2.14 -2.96
C -5.18 -2.20 -2.50
O -1.06 -1.64 -3.49
C 0.29 -1.51 -4.00
C 0.26 -1.28 -5.49
H -4.53 2.41 -4.54
H -4.41 0.66 -4.29
H -3.52 1.43 -5.62
H -3.01 1.89 -2.64
H -2.15 2.69 -3.94
H -3.18 -2.96 -2.51
H -3.66 -2.19 -4.04
H -5.24 -2.13 -1.41
H -5.63 -3.15 -2.81
H -5.77 -1.38 -2.93
H 0.79 -2.44 -3.74
H 0.81 -0.71 -3.48
H -0.28 -2.09 -5.99
H 1.28 -1.25 -5.88
H -0.23 -0.33 -5.72
O 1.33 1.05 1.26
C 1.97 1.67 2.29
C 1.70 3.20 2.19
C 2.36 4.23 2.77
C 1.81 5.51 2.44
C 0.75 5.42 1.59
S 0.44 3.79 1.19
C 3.52 1.55 2.23
C 4.42 1.07 3.14
C 5.79 1.22 2.75
C 5.91 1.85 1.55
S 4.38 2.24 0.91
C 1.51 1.27 3.72
C 1.05 2.07 4.73
C 0.82 1.39 5.96
C 1.13 0.06 5.88
S 1.67 -0.34 4.32
H 3.21 4.08 3.43
H 2.21 6.45 2.81
H 0.16 6.22 1.16
H 4.13 0.61 4.08
H 6.63 0.87 3.33
H 6.81 2.08 0.99
H 0.87 3.13 4.59
H 0.44 1.86 6.86
H 1.04 -0.70 6.64
```

- Multiplicity: 1
- Total charge: -1
- Gap between HOMO and LUMO: 0.2825 Eh
- Relative energy (zero: lowest compared OMol25 entry of this formula, charge and spin): 1.8766 eV
- E_tot: -130527.314 eV



(3)
This record from OMol25 describes C35H39FN5O2RuSSi as an isolated structure in a non-equilibrium geometry. The level of theory is ωB97M-V/def2-TZVPD.

Geometry as XYZ:
```
85
C35H39FN5O2RuSSi, DFT ωB97M-V/def2-TZVPD
Ru 0.58 -0.26 0.06
O 2.88 -0.09 6.59
C 1.51 0.01 6.34
C 1.24 0.00 4.86
C -0.08 0.10 4.37
C -0.28 0.08 3.01
N 0.71 -0.03 2.12
C 2.02 -0.07 2.57
C 2.27 -0.06 3.96
C 3.02 -0.11 1.58
C 4.41 -0.14 1.86
C 5.33 -0.07 0.85
C 6.81 -0.02 1.18
O 7.15 1.09 1.96
C 4.86 0.05 -0.49
C 3.51 0.08 -0.71
N 2.59 -0.05 0.25
H 3.05 -0.03 7.53
H 1.08 0.93 6.78
H 0.96 -0.84 6.79
H -0.91 0.18 5.06
H -1.28 0.16 2.62
H 3.28 -0.10 4.32
H 4.73 -0.19 2.88
H 7.40 -0.07 0.25
H 7.06 -0.89 1.80
H 7.23 1.88 1.41
H 5.55 0.12 -1.31
H 3.13 0.18 -1.72
C -1.07 -2.05 -2.53
Si 0.53 -1.07 -2.97
C 0.52 -0.83 -4.86
C 2.05 -2.15 -2.52
N 0.56 0.34 -1.89
C 0.53 1.64 -2.21
C 0.52 2.12 -3.55
C 0.51 3.46 -3.85
C 0.51 4.42 -2.84
C 0.52 4.01 -1.51
C 0.52 2.66 -1.22
F 0.51 2.28 0.10
H -1.11 -2.94 -3.16
H -1.97 -1.48 -2.74
H -1.08 -2.38 -1.50
H 0.52 -1.81 -5.31
H 1.40 -0.32 -5.23
H -0.37 -0.32 -5.22
H 1.91 -3.15 -2.91
H 2.23 -2.22 -1.45
H 2.96 -1.77 -2.99
H 0.53 1.40 -4.35
H 0.52 3.76 -4.88
H 0.52 5.47 -3.09
H 0.52 4.73 -0.71
N -1.50 -0.18 0.11
S -2.49 1.09 0.29
C -3.37 1.14 -1.30
C -4.15 0.07 -1.70
C -4.74 0.10 -2.95
C -4.56 1.20 -3.78
C -3.78 2.27 -3.36
C -3.18 2.24 -2.12
C -3.85 0.45 1.31
C -3.72 -0.75 1.98
C -4.75 -1.19 2.79
C -5.90 -0.42 2.93
C -6.02 0.78 2.25
C -4.99 1.23 1.43
H -1.99 -0.99 -0.26
H -4.30 -0.77 -1.04
H -5.36 -0.72 -3.27
H -5.03 1.22 -4.75
H -3.65 3.13 -4.00
H -2.57 3.07 -1.78
H -2.82 -1.35 1.88
H -4.66 -2.13 3.30
H -6.70 -0.76 3.56
H -6.91 1.38 2.35
H -5.08 2.16 0.90
C 0.57 -5.12 0.24
C 0.59 -3.72 0.48
N 0.58 -2.58 0.64
H -0.43 -5.52 0.39
H 1.27 -5.63 0.91
H 0.87 -5.30 -0.80
```

- Multiplicity: 6
- Total charge: +2
- Gap between HOMO and LUMO (spin up / spin down): 0.2004 / 0.1925 Eh
- Relative energy (zero: lowest compared OMol25 entry of this formula, charge and spin): 0.9885 eV
- E_tot: -72470.544 eV



(4)
This record from OMol25 describes a 2-piece molecular cluster, C2F6O2S overall in a non-equilibrium geometry. The level of theory is ωB97M-V/def2-TZVPD.

Geometry as XYZ:
```
11
C2F6O2S, DFT ωB97M-V/def2-TZVPD
C -2.54 -0.84 -0.80
F -2.68 -0.98 -2.12
F -3.62 -0.22 -0.33
F -2.47 -2.05 -0.25
S 0.94 1.51 0.06
O -0.35 0.57 -0.24
O 0.82 2.23 1.39
C 2.23 0.19 0.50
F 2.56 -0.50 -0.60
F 3.34 0.76 0.98
F 1.78 -0.67 1.41
```

- Multiplicity: 2
- Total charge: -1
- Gap between HOMO and LUMO (spin up / spin down): 0.2991 / 0.2707 Eh
- Relative energy (zero: lowest compared OMol25 entry of this formula, charge and spin): 2.0392 eV
- E_tot: -33308.572 eV



(5)
This record from OMol25 describes a 5-piece molecular cluster, CH10O6 overall in a non-equilibrium geometry. The level of theory is ωB97M-V/def2-TZVPD.

Geometry as XYZ:
```
17
CH10O6, DFT ωB97M-V/def2-TZVPD
O 0.10 0.94 -2.85
C 0.38 1.35 -1.76
O 1.09 0.70 -0.88
H 0.09 2.38 -1.46
H 0.80 0.49 0.01
H 0.90 -0.35 2.01
H 1.52 0.68 2.98
O 0.93 0.60 2.24
H 0.05 -1.79 -0.13
H -0.80 -1.17 0.98
O 0.07 -1.55 0.82
H -0.10 -0.93 -2.42
H 0.06 -2.43 -2.64
O 0.05 -1.77 -1.94
H -0.94 1.04 1.92
H -2.50 1.12 1.71
O -1.70 0.70 1.40
```

- Multiplicity: 1
- SMILES string: O=CO.O.O.O.O
- Total charge: 0
- Gap between HOMO and LUMO: 0.4194 Eh
- Relative energy (zero: lowest compared OMol25 entry of this formula, charge and spin): 0.5764 eV
- E_tot: -13484.728 eV



(6)
This record from OMol25 describes a 2-piece molecular cluster, C4H12N2O overall. The level of theory is ωB97M-V/def2-TZVPD.

Geometry as XYZ:
```
19
C4H12N2O, DFT ωB97M-V/def2-TZVPD
C 1.89 0.58 0.46
C 1.18 1.41 -0.55
C 1.59 2.52 -1.13
N -0.22 0.97 -0.86
H 2.85 1.02 0.68
H 1.29 0.49 1.35
H 2.00 -0.44 0.09
H 0.94 3.06 -1.81
H 2.56 2.95 -0.96
H -0.63 0.38 -0.10
H -0.28 0.42 -1.71
H -0.80 1.81 -0.93
N -0.69 -1.11 1.47
C -1.43 -1.57 0.20
O -2.15 -2.61 0.27
H -0.14 -1.91 1.75
H -1.42 -1.07 2.17
H -1.97 -0.56 -0.03
H -0.58 -1.57 -0.56
```

- Multiplicity: 1
- Total charge: 0
- Gap between HOMO and LUMO: 0.2416 Eh
- Relative energy (zero: lowest compared OMol25 entry of this formula, charge and spin): 4.5041 eV
- E_tot: -9366.690 eV



(7)
This record from OMol25 describes a 2-piece molecular cluster, C4H13N2O overall in a non-equilibrium geometry. The level of theory is ωB97M-V/def2-TZVPD.

Geometry as XYZ:
```
20
C4H13N2O, DFT ωB97M-V/def2-TZVPD
C 0.73 0.12 2.44
C -0.28 0.67 1.40
C -0.95 -0.52 0.65
N -0.87 -0.79 -2.33
C -0.02 -1.36 -1.49
N 0.06 -1.15 -0.22
H 1.46 0.90 2.63
H 0.15 -0.01 3.35
H 1.26 -0.80 2.20
H 0.05 1.34 0.60
H -0.99 1.31 1.93
H -1.84 -0.33 0.05
H -1.10 -1.25 1.45
H -1.05 -1.33 -3.16
H -1.64 -0.19 -2.08
H 0.73 -2.01 -1.92
H 0.93 -1.34 0.27
H 1.10 2.15 -2.69
H 1.24 2.70 -1.32
O 1.02 1.87 -1.74
```

- Multiplicity: 1
- Total charge: +1
- Gap between HOMO and LUMO: 0.4257 Eh
- Relative energy (zero: lowest compared OMol25 entry of this formula, charge and spin): 1.2932 eV
- E_tot: -9380.291 eV



(8)
This record from OMol25 describes C37H42BrGeN2O6PdS as an isolated structure. The level of theory is ωB97M-V/def2-TZVPD.

Geometry as XYZ:
```
91
C37H42BrGeN2O6PdS, DFT ωB97M-V/def2-TZVPD
Pd -0.16 -0.16 1.56
C -4.43 -6.48 2.29
C -3.49 -5.35 2.63
C -3.27 -4.31 1.73
C -2.43 -3.26 2.05
C -1.79 -3.25 3.28
C -1.99 -4.27 4.19
C -2.84 -5.31 3.86
S -0.67 -1.93 3.67
O -0.29 -2.10 5.06
O 0.44 -2.07 2.69
N -1.42 -0.60 3.30
C -1.36 0.51 4.25
C -0.33 1.61 3.90
O -0.35 2.64 4.56
O 0.48 1.36 2.92
H -4.58 -6.55 1.22
H -5.40 -6.32 2.76
H -4.04 -7.43 2.65
H -3.76 -4.32 0.77
H -2.27 -2.45 1.34
H -1.48 -4.23 5.14
H -3.00 -6.12 4.57
H -1.13 0.17 5.26
H -2.34 1.00 4.29
N 0.97 0.91 -0.09
C 2.04 0.61 -0.71
C 2.42 1.29 -1.99
C 3.34 2.33 -1.99
C 3.63 3.00 -3.17
C 3.02 2.62 -4.36
C 2.11 1.56 -4.36
C 1.80 0.91 -3.18
C 3.00 -0.40 -0.17
C 3.89 -1.04 -1.02
C 4.80 -1.96 -0.52
C 4.82 -2.24 0.84
C 3.94 -1.59 1.70
C 3.04 -0.66 1.20
H 3.82 2.62 -1.07
H 4.34 3.82 -3.17
H 3.25 3.14 -5.28
H 1.63 1.26 -5.28
H 1.08 0.10 -3.17
H 3.87 -0.83 -2.09
H 5.48 -2.47 -1.19
H 5.52 -2.96 1.24
H 3.95 -1.79 2.76
H 2.38 -0.12 1.87
C 0.04 5.75 -1.78
C 0.43 6.20 -0.38
C 0.14 5.17 0.71
C 0.88 3.84 0.53
Ge -0.07 2.45 -0.47
C -1.85 2.20 0.31
C -2.97 2.69 -0.62
C -3.21 1.72 -1.78
C -4.33 2.19 -2.71
H 0.16 6.56 -2.50
H -1.00 5.42 -1.82
H 0.67 4.92 -2.12
H -0.11 7.12 -0.13
H 1.49 6.45 -0.36
H -0.94 5.00 0.78
H 0.43 5.60 1.68
H 1.03 3.35 1.50
H 1.87 4.00 0.10
H -0.15 2.66 -1.99
H -1.86 2.72 1.27
H -2.02 1.14 0.50
H -2.74 3.68 -1.02
H -3.90 2.79 -0.05
H -3.44 0.73 -1.38
H -2.29 1.60 -2.35
H -5.27 2.31 -2.16
H -4.50 1.48 -3.52
H -4.09 3.16 -3.15
Br 2.31 -3.48 -4.83
C 1.67 -3.37 -3.04
C 2.38 -4.00 -2.03
C 1.93 -3.88 -0.73
C 0.80 -3.12 -0.44
C 0.09 -2.51 -1.46
C 0.52 -2.65 -2.78
C -1.18 -1.73 -1.19
O -2.07 -1.77 -2.05
O -1.27 -1.11 -0.08
H 3.27 -4.57 -2.27
H 2.47 -4.37 0.07
H 0.47 -3.02 0.58
H -0.06 -2.20 -3.57
```

- Multiplicity: 3
- Total charge: -1
- Gap between HOMO and LUMO (spin up / spin down): 0.2743 / 0.2716 Eh
- Relative energy (zero: lowest compared OMol25 entry of this formula, charge and spin): 0.1322 eV
- E_tot: -195192.234 eV